{
  "formula": "C29H80BN4O11Zn",
  "method": "the ωB97M-V functional and the def2-TZVPD basis",
  "elements": ["Zn", "B", "H", "H", "H", "H", "C", "C", "C", "O", "H", "H", "H", "H", "H", "H", "H", "H", "C", "O", "H", "H", "H", "H", "C", "O", "H", "H", "H", "H", "C", "O", "C", "C", "N", "C", "C", "O", "C", "H", "H", "H", "H", "H", "H", "H", "H", "H", "H", "H", "H", "H", "H", "H", "C", "O", "C", "C", "N", "C", "C", "O", "C", "H", "H", "H", "H", "H", "H", "H", "H", "H", "H", "H", "H", "H", "H", "H", "C", "O", "C", "C", "N", "C", "C", "O", "C", "H", "H", "H", "H", "H", "H", "H", "H", "H", "H", "H", "H", "H", "H", "H", "C", "O", "C", "C", "N", "C", "C", "O", "C", "H", "H", "H", "H", "H", "H", "H", "H", "H", "H", "H", "H", "H", "H", "H"],
  "positions_angstrom": [[0.45534, 0.45489, -1.49680], [1.53076, 0.28708, -3.29494], [-6.10627, 2.98140, 8.60734], [0.26021, -8.49923, 0.69232], [-2.28540, 12.06236, -9.06747], [-0.88900, -10.08371, 4.30388], [2.25307, 5.72807, 3.56938], [0.85717, 5.10567, 3.55594], [-0.15445, 6.18450, 3.06494], [0.68185, 3.99266, 2.72544], [2.94119, 5.08194, 4.03919], [2.21927, 6.66910, 4.03396], [2.52284, 5.99627, 2.55858], [0.64253, 4.88177, 4.58398], [0.06521, 6.41524, 2.00455], [-0.08744, 7.07823, 3.72955], [-1.15781, 5.81446, 3.01306], [1.31982, 3.28505, 2.91192], [-1.49522, -6.11126, -2.51335], [-2.53584, -5.15606, -2.40079], [-1.84862, -7.05428, -2.91143], [-0.65025, -5.71270, -3.12858], [-1.13356, -6.26166, -1.48108], [-3.21310, -5.27306, -3.12754], [4.99292, 0.67906, -4.00600], [4.56832, 2.08021, -3.95447], [4.35608, 0.03007, -3.35673], [4.94504, 0.29853, -5.04558], [6.05247, 0.68870, -3.73826], [3.81067, 2.18116, -4.51649], [-3.27455, 2.89209, -5.47147], [-2.51279, 2.39336, -4.38796], [-1.17211, 2.15463, -4.53360], [-0.27571, 3.37132, -4.32845], [-0.50133, 3.99906, -3.06437], [-1.33191, 5.15080, -3.11320], [-1.76658, 5.60412, -1.73300], [-2.43764, 6.86379, -1.84327], [-3.17562, 7.25033, -0.65695], [-4.01507, 3.58033, -5.03797], [-3.84186, 2.10680, -6.02098], [-2.64024, 3.47270, -6.15037], [-0.98631, 1.79448, -5.57826], [-0.75344, 1.30349, -3.91615], [-0.38982, 4.06608, -5.11967], [0.73720, 2.94738, -4.35622], [0.35340, 4.32118, -2.62178], [-2.25941, 4.95503, -3.74699], [-0.89237, 6.06861, -3.53335], [-0.85890, 5.75810, -1.05503], [-2.39524, 4.85042, -1.24888], [-3.99253, 6.57826, -0.32037], [-3.70098, 8.17148, -0.79992], [-2.45119, 7.35162, 0.13628], [-2.72190, -2.73056, 1.82472], [-1.66335, -2.25500, 1.06176], [-0.41766, -3.02881, 0.91687], [0.22237, -2.41350, -0.29495], [0.64446, -0.98387, -0.02603], [1.98777, -0.96657, 0.50475], [2.48278, 0.48832, 0.70549], [2.01654, 1.25224, -0.37620], [3.09189, 2.16362, -0.81046], [-2.93280, -3.83982, 1.76753], [-3.56076, -2.27262, 1.39249], [-2.59943, -2.51558, 2.87478], [-0.69074, -4.04590, 0.78423], [0.12014, -2.97074, 1.86801], [-0.57928, -2.41118, -1.11169], [1.08788, -2.91454, -0.70213], [0.01086, -0.72874, 0.74011], [2.57745, -1.60957, -0.14838], [2.06848, -1.52660, 1.46081], [3.56683, 0.43140, 0.72396], [2.19130, 1.03448, 1.57536], [3.64876, 2.43667, 0.09162], [2.68608, 3.11921, -1.15789], [3.73543, 1.55885, -1.48265], [-0.83892, 0.24965, 3.10690], [-0.72207, 0.95131, 1.90753], [-1.65899, 1.95134, 1.65064], [-1.22243, 2.79205, 0.39307], [-1.21202, 2.06081, -0.89373], [-2.55929, 1.42330, -1.19147], [-2.45738, -0.08661, -0.96093], [-1.35689, -0.53067, -1.79858], [-1.61924, -1.05322, -3.10991], [-1.81971, -0.25880, 3.33869], [-0.71517, 0.95161, 3.96447], [-0.10406, -0.53583, 2.99827], [-1.74543, 2.60744, 2.51064], [-2.58761, 1.47777, 1.38626], [-0.25799, 3.22462, 0.50045], [-1.83873, 3.71334, 0.33412], [-1.04270, 2.74269, -1.65742], [-2.66151, 1.67254, -2.26425], [-3.39170, 1.81827, -0.56442], [-3.33174, -0.71947, -1.10527], [-2.13519, -0.22252, 0.07373], [-2.18663, -0.31563, -3.66915], [-2.21750, -1.96000, -3.02786], [-0.62936, -1.19008, -3.55816], [-0.49162, -6.31953, 5.36823], [0.27439, -5.22289, 5.00661], [1.59250, -5.07899, 5.51156], [2.58657, -5.68911, 4.53695], [2.45489, -5.04486, 3.21007], [3.29332, -5.81870, 2.28705], [3.17110, -5.39043, 0.84234], [1.87399, -5.84981, 0.42145], [1.70955, -5.66160, -1.00326], [-0.21337, -6.79085, 6.31778], [-0.34746, -7.12421, 4.64669], [-1.51577, -5.98154, 5.36465], [1.64040, -5.55015, 6.48041], [1.73585, -3.99319, 5.63118], [2.38313, -6.75027, 4.46001], [3.68404, -5.63961, 4.83070], [1.47365, -5.01266, 2.97561], [3.05474, -6.92482, 2.29402], [4.33994, -5.86814, 2.62140], [4.04353, -5.83279, 0.22159], [3.27533, -4.27627, 0.75976], [2.62895, -5.40939, -1.43222], [0.86721, -4.98102, -1.32883], [1.44149, -6.65412, -1.42214]],
  "lumo_energy_ev": -7.24,
  "homo_energy_ev": -7.95,
  "e_tot_ha": -4002.4006,
  "homo_lumo_gap_ev": 0.71,
  "charge": 1
}